103
Properties=species:S:1:pos:R:3:forces:R:3 method="wB97M-V/def2-TZVPD" total_charge=-1 lumo_ev=2.0 e_homo_ha=-0.0433
C 0.761146 0.223494 2.154544 -0.4 -0.6 -0.3
C 0.810778 0.348655 0.603369 -0.2 0.5 0.6
C 1.428524 1.725131 0.126749 0.2 -1.2 0.0
C 1.441100 -0.852718 -0.146012 -0.5 0.0 0.3
C 2.775401 -1.369330 0.429920 0.3 0.3 -0.8
C 3.714071 -0.298736 1.012526 0.5 -0.4 0.1
H 1.519139 -0.491367 2.539552 -0.2 0.1 -0.1
H -0.222880 -0.235132 2.395387 0.2 0.1 0.2
H -0.240164 0.394179 0.273830 0.2 -0.1 0.0
H 0.666046 2.346484 -0.354088 0.2 0.1 0.1
H 2.238742 1.504920 -0.585761 -0.2 0.5 -0.1
H 1.843336 2.206332 1.013149 0.0 0.2 -0.2
H 1.500847 -0.622117 -1.224028 0.4 -0.1 0.2
H 0.722716 -1.684952 -0.075360 0.0 0.1 0.0
H 3.323111 -1.834298 -0.407141 -0.1 -0.1 0.1
H 2.619739 -2.182300 1.150192 0.0 0.4 0.0
H 4.701884 -0.768218 1.155587 -0.1 0.2 0.0
H 3.863485 0.550562 0.342266 -0.1 -0.2 0.0
H 3.396700 0.098468 1.977550 -0.2 0.0 -0.2
C -0.439762 -4.967658 4.620035 -0.1 -0.1 0.2
C -0.639668 -3.900319 3.570534 0.1 0.4 -0.4
O -1.741007 -3.423870 3.340487 -0.1 -0.2 0.1
N 0.457963 -3.491746 2.887224 -0.3 -0.5 0.2
C 1.820722 -3.965984 3.041607 -0.3 0.4 -0.2
H -1.397670 -5.193998 5.080447 0.0 0.1 -0.1
H -0.046746 -5.878599 4.165516 0.1 0.0 0.1
H 0.244986 -4.616189 5.393328 0.1 -0.1 0.0
H 0.270124 -2.767553 2.200950 0.2 0.3 0.2
H 2.458357 -3.122653 3.313611 0.1 -0.1 0.0
H 2.163852 -4.377716 2.089939 0.2 -0.1 0.1
H 1.892408 -4.729451 3.810377 0.0 0.0 0.0
C -0.133579 3.288098 3.402593 -0.1 0.5 0.2
C -0.477059 4.564865 4.124158 0.2 0.0 -0.3
O -0.021300 5.659989 3.808823 -0.1 0.0 0.1
N -1.335681 4.473810 5.180675 0.1 -0.1 -0.1
C -1.983625 3.287104 5.702804 -0.1 0.5 0.1
H 0.554423 3.499734 2.593069 0.0 0.0 0.0
H 0.345099 2.584616 4.081450 -0.1 -0.2 -0.2
H -1.031975 2.835386 2.983007 0.1 -0.2 0.1
H -1.519942 5.356920 5.626696 0.0 0.0 0.0
H -3.066553 3.424478 5.650129 0.0 -0.2 0.0
H -1.694064 3.151104 6.748365 -0.1 -0.2 0.0
H -1.710538 2.402313 5.137299 0.0 0.1 -0.1
C -0.935357 -0.358714 -3.879300 0.2 -0.1 0.1
C 0.375164 0.283786 -4.246536 0.2 0.0 0.1
O 1.406564 -0.365179 -4.384962 0.0 0.4 0.0
N 0.396379 1.631537 -4.425573 -0.3 -0.2 0.0
C -0.695773 2.583207 -4.310075 0.6 0.1 0.1
H -0.792033 -1.430037 -3.767619 0.2 0.0 0.0
H -1.297747 0.043992 -2.932517 -0.1 0.1 -0.1
H -1.667949 -0.186086 -4.660211 -0.1 0.1 0.1
H 1.308410 1.982772 -4.665415 0.1 0.0 0.1
H -0.815594 3.098646 -5.267644 -0.2 0.1 0.1
H -0.438317 3.315670 -3.540562 -0.1 0.1 0.0
H -1.631654 2.102437 -4.046967 0.2 0.0 0.0
C 1.437517 -3.224571 -5.041914 -0.1 -0.1 -0.3
C 0.271027 -3.948042 -5.662625 -0.1 0.1 -0.1
O -0.639183 -3.363424 -6.232838 0.0 -0.1 0.0
N 0.248853 -5.309335 -5.572559 0.2 0.1 0.0
C 1.220846 -6.180269 -4.942615 -0.4 -0.1 -0.2
H 1.320295 -2.152375 -5.186367 0.0 -0.3 0.1
H 1.478164 -3.423650 -3.969648 0.1 0.0 0.0
H 2.369400 -3.542392 -5.516104 0.0 -0.1 0.2
H -0.557338 -5.727378 -6.006634 0.0 0.0 0.0
H 1.619835 -6.873400 -5.687388 0.1 0.0 0.1
H 0.731257 -6.755528 -4.153791 0.2 0.0 0.1
H 2.038886 -5.614099 -4.511401 0.0 0.1 0.0
C 7.188819 -2.912942 1.922872 0.0 0.0 -0.1
C 6.952543 -3.294061 3.361495 -0.2 -0.2 0.1
O 6.109073 -4.110879 3.690528 0.1 0.0 -0.1
N 7.724042 -2.688965 4.306702 0.1 0.0 -0.3
C 8.767486 -1.700426 4.115870 -0.2 -0.2 0.4
H 6.503603 -3.469141 1.290389 -0.1 0.0 0.1
H 7.005881 -1.847360 1.778757 0.1 0.0 -0.1
H 8.211002 -3.159134 1.629474 0.0 0.1 0.0
H 7.514312 -2.987866 5.244473 0.0 0.0 0.0
H 9.708295 -2.088739 4.512903 0.1 0.1 -0.1
H 8.504924 -0.791013 4.659887 0.1 0.1 -0.1
H 8.898997 -1.458713 3.066878 -0.1 0.0 0.0
C -6.345722 3.108715 3.074501 -0.1 0.0 0.0
C -5.034927 3.777353 2.743602 0.4 0.0 -0.1
O -4.015827 3.145207 2.547687 -0.1 -0.1 0.0
N -5.018726 5.138706 2.669499 -0.3 -0.1 0.1
C -6.116720 6.063423 2.868650 0.5 0.1 -0.1
H -6.195942 2.033444 3.097174 0.1 0.0 0.0
H -6.701138 3.432511 4.054281 -0.1 0.0 -0.1
H -7.093769 3.341171 2.314664 -0.1 0.0 0.1
H -4.110237 5.514878 2.447101 0.0 0.0 0.0
H -6.261166 6.652284 1.959974 -0.2 0.1 0.1
H -5.872510 6.740596 3.690109 -0.2 0.1 0.0
H -7.039030 5.542069 3.102330 0.0 -0.1 0.0
C -4.254088 1.176329 -6.930203 0.0 -0.1 0.0
C -4.172969 1.676199 -5.511132 0.1 0.0 0.2
O -3.343053 1.255796 -4.721833 -0.5 0.0 -0.2
N -5.064471 2.626979 -5.122302 0.0 -0.1 -0.3
C -6.115292 3.247445 -5.905390 0.1 0.1 0.5
H -3.483321 0.426783 -7.085615 0.0 0.0 0.1
H -5.226955 0.719291 -7.116246 0.0 0.1 -0.1
H -4.090189 1.996270 -7.631155 -0.1 0.0 -0.1
H -4.951428 2.912167 -4.162710 0.0 0.0 0.0
H -5.948456 4.325937 -5.940101 -0.1 0.0 -0.1
H -7.078877 3.056108 -5.428931 -0.1 0.1 -0.2
H -6.138299 2.860277 -6.918272 0.1 0.0 0.0

=====

61
Properties=species:S:1:pos:R:3:forces:R:3 method="wB97M-V/def2-TZVPD" smiles="O=C1OC[C@@H](F)O1.O=C1OC[C@@H](F)O1.O=C1OC[C@@H](F)O1.C[N+](=O)[O-].ClCCCl.ClCCCl.ClCCCl" lumo_ev=-0.3 e_homo_ha=-0.3986
C 6.318344 -29.752389 -4.710779 0.4 0.1 -0.3
N 5.223831 -29.327643 -5.625359 -0.2 -0.2 0.0
O 5.520302 -28.566035 -6.527246 0.0 0.0 0.1
O 4.112150 -29.758440 -5.406323 0.2 0.1 -0.1
H 6.073909 -30.703999 -4.257329 -0.2 0.1 0.1
H 6.448937 -28.949429 -3.989731 -0.1 -0.1 0.1
H 7.211678 -29.841114 -5.322876 0.0 0.1 0.0
C 8.803610 -32.360713 -8.713095 0.5 0.1 -0.2
C 8.443097 -31.279634 -7.712900 0.2 -0.2 0.1
O 9.069929 -31.740750 -6.523986 0.1 0.1 0.0
C 10.078770 -32.592802 -6.854358 -0.2 0.2 -0.4
O 10.879413 -32.990623 -6.078141 0.2 -0.2 0.2
O 10.042960 -32.867040 -8.174398 -0.3 -0.2 0.3
F 7.112706 -31.212893 -7.490189 -0.2 0.0 0.0
H 9.015125 -32.005628 -9.716309 -0.1 0.1 0.0
H 8.037323 -33.135222 -8.739909 0.1 -0.1 0.1
H 8.832899 -30.287701 -7.933977 -0.2 0.1 -0.1
C 14.159251 -33.863447 -4.853065 -0.3 -0.1 -0.2
C 15.250631 -33.770404 -5.894814 0.0 0.4 0.1
O 16.390561 -34.119609 -5.174296 0.2 -0.1 -0.2
C 16.172446 -33.848876 -3.842967 -0.2 0.0 0.0
O 17.010331 -33.841149 -3.011523 0.1 0.0 0.0
O 14.859096 -33.614626 -3.647635 0.3 0.1 0.3
F 15.393194 -32.460606 -6.309828 0.0 0.1 0.0
H 13.737682 -34.869447 -4.803536 -0.1 0.1 -0.1
H 13.395224 -33.104709 -4.995086 -0.1 -0.1 0.0
H 15.124501 -34.347529 -6.803932 0.2 -0.4 0.1
C 8.422912 -29.432947 1.511567 1.0 -0.2 -0.2
C 8.806630 -30.896944 1.696677 0.5 0.6 0.0
O 7.844467 -31.341967 2.620093 -0.2 -0.2 -0.3
C 6.761239 -30.517850 2.561148 0.0 0.1 -0.1
O 5.726102 -30.722313 3.091323 -0.1 0.0 0.1
O 7.036140 -29.436475 1.781703 -0.1 0.1 0.2
F 10.041110 -31.005424 2.265892 -0.1 0.0 0.0
H 8.660332 -29.047608 0.522763 -0.4 -0.1 -0.1
H 9.010012 -28.846352 2.225425 -0.4 0.1 0.2
H 8.837642 -31.481279 0.777365 -0.3 -0.2 0.2
Cl 12.856056 -30.422081 -3.818405 0.1 0.1 0.0
C 11.277355 -29.889863 -4.426249 -0.5 -0.6 0.1
C 10.135670 -30.520122 -3.655600 -0.2 0.2 -0.3
Cl 10.149873 -30.208207 -1.906050 0.1 0.1 0.0
H 11.173490 -30.298103 -5.431212 0.2 0.3 -0.1
H 11.182155 -28.809987 -4.445772 0.4 0.1 0.1
H 10.123634 -31.592646 -3.829152 0.1 0.0 0.2
H 9.206145 -30.101085 -4.041440 0.0 0.0 0.0
Cl 9.595154 -28.054466 -6.687786 0.0 0.0 -0.1
C 8.500368 -26.650021 -6.911228 0.0 0.1 0.5
C 9.164023 -25.354913 -6.514315 -0.3 0.1 -0.1
Cl 10.536679 -24.957906 -7.565525 0.1 0.0 0.0
H 7.658541 -26.833864 -6.247164 -0.1 0.0 -0.2
H 8.170103 -26.620066 -7.943666 0.0 -0.1 0.0
H 9.506863 -25.345127 -5.483731 0.1 -0.2 0.0
H 8.422446 -24.564109 -6.634809 0.1 0.0 0.0
Cl 10.146945 -33.452780 -0.286030 0.1 0.0 0.0
C 9.774394 -33.872414 -1.965574 -0.7 -0.3 -0.3
C 10.999450 -34.228070 -2.782769 -0.1 0.7 0.0
Cl 12.037837 -35.431582 -2.020884 0.1 -0.3 0.0
H 9.261892 -33.027532 -2.428696 0.3 0.2 0.1
H 9.010541 -34.650887 -1.949575 0.4 -0.3 0.1
H 11.576235 -33.311196 -2.923209 0.2 -0.2 0.0
H 10.709076 -34.604175 -3.761381 -0.1 0.0 0.0

=====

14
Properties=species:S:1:pos:R:3:forces:R:3 method="wB97M-V/def2-TZVPD" lumo_ev=0.8 e_homo_ha=-0.2320
C 0.237433 -1.091966 -1.242108 -0.8 -0.1 0.4
N -0.953028 1.428638 -0.219891 0.1 -0.4 0.7
C -0.993134 0.291913 0.541921 0.4 -0.5 -0.8
C 1.019468 -0.343690 0.843739 0.1 1.0 1.2
C -0.427375 -0.918060 -0.000445 0.3 0.5 -0.7
N 1.777591 0.659247 0.755632 -0.2 -0.6 -0.5
H -1.061977 1.303480 -1.221276 0.1 0.0 0.1
H -1.305389 2.283062 0.182281 0.0 -0.1 -0.2
H 1.407995 1.411655 0.171915 -0.2 0.1 0.1
H 0.544382 -2.080796 -1.542912 0.0 0.0 0.1
H 0.647962 -0.254593 -1.783888 0.0 0.1 0.0
H -1.473149 0.299780 1.514725 0.2 0.0 -0.2
H 1.320426 -1.174579 1.474857 -0.2 -0.2 -0.1
H -0.741206 -1.814091 0.525450 0.2 0.0 0.0

=====

111
Properties=species:S:1:pos:R:3:forces:R:3 method="wB97M-V/def2-TZVPD" spin_multiplicity=2 s2=0.7542 lumo_ev="-0.3 / -5.2" e_homo_ha="-0.2996 / -0.2996"
P 2.161740 -18.420680 -19.556880 -0.6 0.9 -0.5
F 1.517250 -17.219420 -18.700080 -0.7 -0.5 0.4
F 2.346620 -19.385440 -18.260500 0.4 0.5 0.4
F 0.662640 -19.101450 -19.723640 0.7 0.2 -0.5
F 2.875240 -19.597400 -20.420700 -0.2 -0.4 -0.2
F 2.028020 -17.555360 -20.905010 -1.3 -0.3 -0.7
F 3.543780 -17.640910 -19.388110 1.6 -0.8 1.0
C 5.641000 -11.687040 -18.306390 -0.5 0.6 -0.8
C 4.968280 -11.969290 -17.001010 -0.6 -1.5 1.1
N 5.676920 -12.963330 -16.126400 1.2 1.7 -0.2
C 7.083590 -12.476960 -15.830840 -1.4 -0.2 1.5
C 7.146460 -11.099900 -15.115840 0.0 -0.6 -0.7
C 5.746420 -14.309160 -16.675150 -1.1 -0.8 0.2
C 4.359330 -14.920710 -16.928750 -0.1 0.0 -0.7
H 5.085510 -10.886130 -18.794320 0.0 0.1 -0.2
H 5.485580 -12.558280 -18.942700 0.5 -0.1 -0.1
H 6.680020 -11.358080 -18.288580 0.0 -0.3 0.2
H 4.603760 -11.118090 -16.425950 1.0 0.4 0.2
H 3.987920 -12.391480 -17.221800 0.0 -0.4 -0.2
H 7.430820 -13.141000 -15.039270 0.2 -0.4 -0.2
H 7.787330 -12.584570 -16.656220 -0.1 0.2 -0.4
H 8.194160 -10.802710 -15.070130 0.0 0.2 0.0
H 6.570670 -10.318460 -15.611760 0.1 0.0 0.0
H 6.786510 -11.216380 -14.093610 -0.1 0.1 -0.1
H 6.150670 -15.008500 -15.943300 0.6 0.5 0.3
H 6.369060 -14.385180 -17.566580 0.2 0.0 -0.3
H 4.372830 -16.000650 -17.075850 0.4 -0.2 0.3
H 3.908020 -14.616510 -17.873150 -0.2 0.6 0.1
H 3.695410 -14.714760 -16.089170 -0.1 0.1 -0.1
C 1.398690 -23.818580 -22.678950 -0.1 0.2 -0.5
C 0.383750 -24.018260 -21.567680 1.1 -0.7 -0.8
N 1.052810 -24.273750 -20.291820 -3.4 2.5 2.2
C 0.194500 -24.958670 -19.271950 0.7 -1.6 0.5
C -0.262450 -26.351030 -19.637520 -0.7 -0.4 -1.4
C 1.636340 -23.024610 -19.705260 1.7 0.0 -1.7
C 2.653680 -23.270520 -18.668030 1.0 -0.2 1.5
H 2.007710 -22.923320 -22.553620 0.1 -0.2 0.1
H 0.782860 -23.655220 -23.563350 0.3 -0.1 -0.2
H 2.010120 -24.712230 -22.804000 0.1 0.2 -0.1
H -0.177110 -23.085230 -21.513020 -0.2 0.1 0.6
H -0.269390 -24.831110 -21.885140 0.0 0.0 0.6
H 0.679790 -25.136940 -18.312360 0.7 0.9 -0.2
H -0.661230 -24.317640 -19.060040 0.0 0.5 -0.3
H -1.078660 -26.324890 -20.359480 0.0 0.0 -0.1
H 0.536940 -26.924370 -20.106950 0.1 -0.1 0.2
H -0.670540 -26.925870 -18.806170 0.3 0.3 0.2
H 0.933740 -22.311050 -19.274810 -1.0 -0.5 -0.3
H 2.130470 -22.467020 -20.500890 -0.3 -0.1 -0.3
H 2.151090 -23.545630 -17.740760 0.4 -0.2 0.2
H 3.195030 -22.343070 -18.481300 -0.3 0.2 0.1
H 3.457800 -23.965950 -18.908590 -0.3 -0.3 -0.2
C -1.006960 -20.471560 -22.047260 -1.9 0.6 -0.5
O -2.218600 -20.460070 -21.796120 2.0 -0.6 0.0
N -0.551020 -20.266970 -23.296900 1.9 -0.6 -2.2
C -1.446590 -20.106990 -24.420930 -1.6 -0.3 0.5
C 0.856140 -20.013380 -23.651370 0.3 0.1 1.6
H -0.163980 -20.574520 -21.346560 -0.3 -0.1 0.4
H -1.820700 -19.085830 -24.494300 0.1 0.1 -0.1
H -2.311870 -20.739570 -24.222850 -0.2 0.2 0.1
H -1.101060 -20.439000 -25.399950 0.8 0.1 0.3
H 1.264240 -20.516540 -24.527950 -0.9 0.2 -0.5
H 1.015720 -18.935120 -23.650830 0.2 0.0 -0.5
H 1.540240 -20.388760 -22.890330 -0.2 0.1 0.6
C -2.680950 -18.985670 -18.806790 -1.6 -1.0 -1.3
O -3.446060 -19.748980 -19.448530 1.6 1.8 2.0
N -2.943270 -17.713920 -18.434880 -1.9 -0.3 -0.3
C -1.910280 -16.875340 -17.901460 0.4 -0.1 0.5
C -4.254240 -17.047290 -18.716330 1.7 -0.4 0.4
H -1.662940 -19.237060 -18.471140 0.0 -0.5 -0.2
H -1.212310 -17.493390 -17.336710 0.3 0.0 -0.3
H -2.297390 -16.186090 -17.151010 -0.2 0.2 -0.2
H -1.399690 -16.337150 -18.700060 0.2 0.2 0.2
H -3.973700 -16.207110 -19.351550 -0.6 0.1 -0.2
H -4.977140 -17.730000 -19.162880 0.4 0.1 -0.1
H -4.614240 -16.672700 -17.758110 -0.2 0.1 -0.1
C 0.442270 -18.994780 -15.538420 0.6 -0.2 0.6
O 0.229350 -18.168750 -14.674010 -0.3 0.4 -0.1
N -0.306950 -20.118600 -15.682520 -0.4 0.2 -0.7
C 0.166920 -21.261070 -16.429600 0.1 0.5 -0.1
C -1.450510 -20.325120 -14.825270 0.2 0.3 -0.1
H 1.325340 -18.902250 -16.189440 -0.3 -0.2 -0.3
H 0.793390 -21.882550 -15.789760 0.4 -0.2 -0.1
H 0.687850 -20.867590 -17.302480 0.4 -0.3 0.0
H -0.644760 -21.896810 -16.783300 -0.3 0.2 0.0
H -2.218100 -20.823050 -15.417690 0.0 -0.3 0.3
H -1.093360 -20.887460 -13.962540 -0.6 -0.2 0.2
H -1.850330 -19.364500 -14.500530 0.2 -0.1 0.1
C 7.818240 -19.928970 -17.411240 -2.6 -1.8 -0.8
O 7.865580 -21.039700 -16.875160 0.9 1.5 -0.1
N 6.749020 -19.655010 -18.264450 0.5 -0.6 0.2
C 6.588960 -18.416700 -19.057370 0.6 -1.1 0.4
C 5.689310 -20.700700 -18.538120 0.5 1.2 0.8
H 8.521440 -19.095570 -17.259100 0.0 -0.1 -0.1
H 7.523750 -17.860220 -19.125220 0.1 0.0 0.4
H 5.791860 -17.809120 -18.628920 0.0 0.0 -0.4
H 6.408190 -18.771860 -20.071900 -0.5 0.5 -0.1
H 4.750580 -20.151080 -18.607490 0.0 0.0 -0.1
H 5.823250 -21.270440 -19.457660 0.4 0.2 -0.2
H 5.593630 -21.418790 -17.723700 0.4 0.3 0.1
C 4.737240 -16.267040 -22.708650 -0.2 0.4 -1.2
O 4.717120 -16.906320 -23.742860 0.0 -0.3 0.1
N 5.433820 -15.117120 -22.556830 0.9 0.9 0.4
C 6.306660 -14.463770 -23.559750 -0.4 -1.1 -0.4
C 5.528880 -14.541110 -21.233800 0.4 0.1 0.2
H 4.100170 -16.477870 -21.835790 0.2 -0.3 0.0
H 7.371590 -14.511710 -23.332290 0.0 -0.1 0.6
H 6.067810 -13.415150 -23.737090 -0.4 0.0 0.3
H 6.242970 -14.996750 -24.508420 -0.4 0.0 0.1
H 5.050500 -13.561980 -21.210520 0.1 0.1 0.2
H 5.128470 -15.173570 -20.441490 -0.5 -0.1 -0.3
H 6.586730 -14.470450 -20.980660 0.1 0.4 0.1

=====

17
Properties=species:S:1:pos:R:3:forces:R:3 method="wB97M-V/def2-TZVPD" smiles="C[C@]12C=C[C@H](C1)C2" lumo_ev=1.1 e_homo_ha=-0.3169
C 2.023952 -0.098648 0.022268 -0.1 0.1 0.1
C 0.514393 0.064261 0.004650 0.1 0.0 0.0
C -0.440394 -0.732359 0.944185 -0.1 -0.2 0.2
C -1.489382 -0.351526 -0.170200 -0.3 -0.2 -0.1
C -0.325030 -0.548601 -1.162775 0.1 0.0 -0.2
C -1.468716 1.159074 -0.047824 -0.1 0.0 0.2
C -0.183764 1.429910 0.176200 -0.3 -0.1 0.3
H 2.495014 0.404279 -0.831759 -0.2 0.0 0.1
H 2.475378 0.302986 0.935860 -0.1 0.0 -0.1
H 2.294378 -1.161082 -0.041112 -0.1 0.2 0.0
H -0.566652 -0.311095 1.948644 -0.2 -0.2 -0.2
H -0.210348 -1.802696 0.996074 -0.1 0.0 -0.1
H -2.457555 -0.847299 -0.235354 0.2 -0.1 -0.2
H -0.379620 -0.001286 -2.109207 0.1 0.0 0.1
H -0.092124 -1.606038 -1.329613 0.1 0.2 0.0
H -2.290058 1.859253 0.025073 -0.1 -0.3 0.2
H 0.024351 2.227833 0.870720 1.0 0.6 -0.6

=====

Computed energy relative to the best compared isomer or geometry (same formula, charge and spin), in the same sequence as the records: 65.43; 0.00; 419.60; 0.00; 222.85 kJ/mol.